ORCA calculation (wB97M-V/def2-TZVPD) on a structure of composition C31H42N3OPSc in a non-equilibrium geometry.

```
79
Properties=species:S:1:pos:R:3:forces:R:3:lowdin_charge:R:1
Sc -0.355036 -0.244182 0.730139 0.619 1.238 2.759 0.744
N 0.109463 -3.716523 2.263421 -0.497 -0.187 0.185 0.084
N -0.008728 -2.102472 -1.064633 -1.159 -0.036 -2.176 -0.122
C 0.512860 2.436558 -0.400171 -0.082 -1.092 0.850 -0.251
C 1.620944 1.609564 -0.074079 -0.809 0.270 0.939 -0.274
C 1.553179 1.303477 1.328593 -1.064 0.860 -0.712 -0.295
C 2.501117 0.411806 2.031340 0.257 -0.795 0.370 -0.093
H 3.212155 -0.058464 1.343203 0.083 0.277 0.040 0.070
H 1.940697 -0.428725 2.504446 0.573 0.627 -0.274 -0.011
H 3.056247 0.934945 2.820183 0.046 -0.154 -0.073 0.073
C 0.375120 1.943217 1.870554 0.455 -0.506 -1.471 -0.282
C -0.106294 1.995565 3.277700 -0.016 -0.208 0.521 -0.075
H 0.300498 2.870052 3.809484 -0.108 -0.015 -0.049 0.079
H 0.176693 1.092532 3.840736 -0.233 0.471 -0.435 -0.009
H -1.201466 2.044281 3.303899 0.194 0.019 0.080 0.073
C -0.300029 2.562289 0.769243 1.167 -0.481 0.018 -0.275
C -1.599945 3.268722 0.874360 -0.476 0.355 0.221 -0.067
H -2.285776 2.697781 1.520035 0.058 0.237 -0.194 0.074
H -2.079756 3.398241 -0.104332 0.047 -0.029 0.152 0.059
H -1.492668 4.270992 1.320220 -0.111 -0.126 -0.082 0.078
C 2.685660 1.122051 -0.992659 0.456 -0.235 -0.270 -0.061
H 3.630633 1.686749 -0.883366 -0.243 -0.167 -0.104 0.080
H 2.382166 1.182750 -2.048382 0.054 0.051 0.228 0.052
H 2.921652 0.063364 -0.785729 0.005 0.303 -0.147 0.070
C 0.240590 3.034678 -1.728364 -0.108 0.196 -0.448 -0.050
H -0.834478 3.184254 -1.887290 0.159 0.016 -0.067 0.062
H 0.611017 2.400218 -2.544009 -0.089 0.191 0.106 0.055
H 0.726993 4.015856 -1.834212 -0.091 -0.067 -0.043 0.081
C -0.717036 -4.167031 3.207475 -0.754 0.146 -0.658 -0.194
H -0.271766 -4.411349 4.176829 -0.024 -0.002 -0.241 0.090
C -2.107817 -4.307234 3.041737 0.493 0.003 0.373 -0.115
H -2.718948 -4.581847 3.905456 0.129 -0.001 -0.379 0.081
C -2.649533 -4.067897 1.774123 0.652 -0.204 -0.225 -0.107
H -3.712767 -4.251248 1.590719 0.344 0.169 -0.013 0.095
C -1.797366 -3.647272 0.756637 -0.033 0.177 0.698 -0.054
H -2.187531 -3.423370 -0.235080 0.107 -0.020 0.169 0.093
C -0.436730 -3.331998 1.083213 -0.352 0.266 -0.682 -0.327
C 0.389499 -2.522125 0.221220 0.429 0.159 1.640 -0.217
H 1.464362 -2.525074 0.407591 -0.169 -0.086 -0.205 0.103
C -0.485653 -0.832816 -1.404914 1.050 -1.666 -0.721 -0.052
C 0.094397 -2.895399 -2.214280 0.086 0.587 0.768 -0.027
H 0.363189 -3.923339 -2.162690 0.166 -0.407 0.087 0.121
C -0.171635 -2.107624 -3.252016 0.013 0.428 -0.666 -0.060
H -0.147772 -2.300273 -4.303548 -0.082 -0.052 -0.196 0.113
N -0.462926 -0.837071 -2.753929 -0.303 -0.360 0.062 -0.029
C -0.652389 0.290123 -3.601414 -0.389 0.291 -1.048 -0.132
C 0.317801 0.576385 -4.587323 -0.431 0.250 0.218 -0.202
C 0.083532 1.625020 -5.484957 -0.280 -0.134 0.226 -0.014
H 0.838232 1.846442 -6.248210 -0.237 -0.027 0.330 0.117
C -1.095161 2.369007 -5.444368 0.120 -0.280 0.332 -0.274
C -1.319043 3.494549 -6.407646 -0.093 0.174 -0.186 -0.061
H -1.860626 4.312695 -5.923567 0.085 -0.057 -0.107 0.078
H -1.913350 3.165978 -7.268812 0.068 0.054 0.090 0.081
H -0.367061 3.880040 -6.784868 -0.152 -0.014 0.040 0.075
C -2.064143 2.038111 -4.495068 0.343 -0.237 0.006 -0.009
H -3.010641 2.587200 -4.494803 0.288 -0.167 0.123 0.120
C -1.866537 0.999830 -3.574284 0.380 0.112 -0.384 -0.198
C -2.964706 0.653340 -2.624640 -0.592 0.176 0.305 -0.034
H -3.151005 -0.424409 -2.564375 0.180 0.144 0.058 0.088
H -3.889099 1.127951 -2.979928 0.150 -0.119 0.159 0.078
H -2.774595 1.026270 -1.605906 0.052 -0.184 -0.286 0.085
C 1.600066 -0.186480 -4.738242 0.625 -0.064 -0.237 -0.050
H 1.452304 -1.133285 -5.280913 0.070 0.231 0.268 0.077
H 2.115746 -0.398319 -3.789987 -0.331 -0.012 -0.217 0.082
H 2.281375 0.418159 -5.356324 -0.119 -0.219 0.232 0.079
C 2.083262 -2.502180 4.559213 -0.033 -0.123 0.549 -0.293
P 1.017744 -1.018734 4.405747 -0.221 -0.061 -0.606 0.804
C -0.341801 -1.377541 5.574932 0.224 -0.079 0.283 -0.280
C 2.041720 0.143413 5.408446 -0.013 -0.099 0.450 -0.298
O -1.094482 -0.809936 2.209194 -0.766 0.533 -0.787 -0.519
H 2.228375 -2.699902 5.630860 0.211 -0.300 -0.140 0.026
H 3.055863 -2.300939 4.087328 -0.260 -0.049 0.099 0.037
H 1.605842 -3.346989 4.047239 0.260 0.271 0.154 -0.005
H 0.089980 -1.625498 6.553127 -0.282 -0.073 0.091 0.023
H -0.985242 -0.491248 5.662375 0.134 -0.262 -0.072 0.040
H -0.933698 -2.213635 5.183467 0.078 0.266 0.080 0.020
H 1.589080 1.143786 5.407811 0.159 -0.236 0.047 0.025
H 3.055205 0.215443 4.988780 -0.296 -0.048 0.137 0.028
H 2.089983 -0.231245 6.438253 0.230 0.193 0.057 0.023
```
Forces are in eV/Å.

The net charge is -1. The lowest unoccupied orbital energy comes out at 2.374 eV. The electronic energy is -2548.06561 hartree. Its highest occupied orbital energy is -3.5271 eV. Its relative energy (zero: lowest compared OMol25 entry of this formula, charge and spin) is 0.0 kcal per mole. The value obtained for the orbital gap is 5.90 eV.